208
Properties=species:S:1:pos:R:3 method="wB97M-V/def2-TZVPD" orbital_gap_ev=10.08 fmax_ev_per_a=7.828 homo_ha=-0.36633
C 4.0795 7.4416 -1.7516
C 2.7148 7.2990 -1.2268
C 1.7514 7.1788 -2.3828
O 0.9254 6.0781 -2.0162
C 1.3876 5.5246 -0.9361
O 0.8966 4.4974 -0.4702
O 2.5293 6.1592 -0.4977
H 4.8965 7.3227 -1.0399
H 4.3472 8.3996 -2.1971
H 4.3547 6.6987 -2.5003
H 2.4897 8.1667 -0.6067
H 2.2879 7.1801 -3.3317
H 1.1445 8.0835 -2.3499
C -3.1593 -4.7650 1.2887
C -1.7094 -5.2385 0.9866
C -0.7226 -4.0867 0.7863
O 0.3416 -4.4687 1.5903
C 0.1725 -5.6382 2.0146
O 1.1216 -6.2396 2.6184
O -1.1301 -6.0097 1.9666
H -3.2351 -4.3720 2.3026
H -3.8127 -5.6331 1.2009
H -3.4383 -3.9830 0.5825
H -1.6535 -5.8039 0.0565
H -1.2723 -3.2115 1.1328
H -0.4806 -3.8519 -0.2502
C 1.1687 4.9687 4.9465
C 1.0637 5.1919 3.4604
C -0.3569 5.2306 2.9865
O -0.3891 6.4070 2.1881
C 0.6924 7.1134 2.3621
O 0.8531 8.3156 1.9858
O 1.4603 6.4970 3.1724
H 0.9707 3.9309 5.2146
H 0.5833 5.6698 5.5414
H 2.2302 4.9982 5.1920
H 1.6959 4.5616 2.8350
H -1.1016 5.4033 3.7634
H -0.5689 4.3116 2.4402
C 5.2491 -1.1310 6.8308
C 5.1122 0.0928 5.8956
C 5.1058 -0.1236 4.4004
O 3.8995 0.4691 4.0055
C 3.2776 1.0910 5.0131
O 2.2614 1.7884 4.9912
O 3.9829 0.7627 6.1433
H 5.6586 -1.9201 6.2002
H 4.2698 -1.5621 7.0387
H 5.8345 -0.9094 7.7231
H 5.9590 0.7320 6.1457
H 4.9602 -1.2038 4.3890
H 6.0249 0.2204 3.9261
C 5.0474 4.0512 2.9260
C 4.4891 4.2990 1.5058
C 5.5769 4.5053 0.4363
O 5.2852 3.6208 -0.5399
C 4.2511 2.8468 -0.1942
O 3.6807 2.0316 -0.8730
O 3.8488 3.1595 1.0627
H 5.5262 4.8988 3.4165
H 5.7495 3.2186 2.8821
H 4.3106 3.7962 3.6877
H 3.7407 5.0911 1.5307
H 6.5598 4.2666 0.8424
H 5.5663 5.5393 0.0915
C 6.3443 -0.5639 -1.1832
C 5.6433 -1.5013 -0.1255
C 5.0375 -0.7140 1.0084
O 3.7538 -1.3706 1.1515
C 3.4806 -1.9812 -0.0023
O 2.4043 -2.4777 -0.2329
O 4.5420 -2.0074 -0.8119
H 6.7056 -1.2049 -1.9873
H 7.2566 -0.1026 -0.8050
H 5.7185 0.2071 -1.6326
H 6.2992 -2.2712 0.2808
H 4.8644 0.3567 0.8996
H 5.6231 -0.9381 1.9000
C -0.1004 -2.4475 -3.8911
C 1.3016 -2.4547 -3.2631
C 1.9338 -3.8243 -3.0571
O 3.2791 -3.6577 -3.3154
C 3.4477 -2.5439 -4.0147
O 4.5320 -2.1592 -4.4692
O 2.2711 -1.9535 -4.1718
H -0.7340 -2.9469 -3.1582
H -0.1943 -2.9083 -4.8744
H -0.3591 -1.4048 -4.0755
H 1.3543 -1.8054 -2.3892
H 1.2922 -4.5357 -3.5770
H 1.7897 -4.0596 -2.0025
C 2.6782 1.3059 -5.3094
C 2.8910 2.7709 -5.2398
C 2.0657 3.6335 -4.3272
O 3.0200 4.4935 -3.7085
C 4.2868 4.1776 -4.0795
O 5.3308 4.8207 -3.8918
O 4.1959 3.1045 -4.8925
H 1.6239 1.1218 -5.5164
H 2.9978 0.7407 -4.4339
H 3.1201 0.7357 -6.1265
H 2.7521 3.2448 -6.2115
H 1.6469 2.8822 -3.6578
H 1.2177 4.0651 -4.8590
C 0.1881 -4.9707 5.7096
C -0.1101 -3.7243 6.5710
C 1.0707 -3.1877 7.3244
O 1.1717 -1.8808 6.8765
C 0.3066 -1.6442 5.8688
O 0.2870 -0.6098 5.2416
O -0.5912 -2.5903 5.8870
H 0.6607 -4.7108 4.7624
H -0.7822 -5.4272 5.5145
H 0.8297 -5.7425 6.1347
H -0.8167 -4.0640 7.3282
H 1.9916 -3.7051 7.0555
H 0.8293 -3.1137 8.3848
C -7.3736 -1.0553 -1.3652
C -6.4963 -2.1445 -0.6693
C -5.2819 -1.6449 0.0509
O -5.4091 -2.2168 1.3895
C -6.4913 -2.9870 1.4543
O -6.8254 -3.5111 2.4856
O -7.1952 -2.9020 0.3058
H -8.1195 -1.5350 -1.9990
H -6.7266 -0.4537 -2.0036
H -8.0041 -0.5042 -0.6675
H -6.1559 -2.8824 -1.3958
H -5.2649 -0.5617 0.1714
H -4.4109 -1.9629 -0.5221
C -3.7904 6.0841 1.3487
C -3.7431 5.0246 0.2777
C -2.3538 4.6160 -0.2592
O -2.3331 3.1795 -0.1270
C -3.4468 2.7950 0.6199
O -3.7038 1.6294 0.8776
O -4.2568 3.8296 0.8291
H -3.0273 6.8254 1.1114
H -3.6914 5.7226 2.3722
H -4.7501 6.5870 1.2303
H -4.4288 5.2524 -0.5384
H -1.5232 5.1204 0.2346
H -2.2839 4.8760 -1.3154
C -5.3385 -2.8879 -4.7442
C -4.7102 -3.9898 -5.6867
C -3.4860 -4.5652 -5.1011
O -3.6293 -5.9072 -5.3326
C -4.9743 -6.2711 -5.6175
O -5.4538 -7.3753 -5.9506
O -5.6498 -5.0881 -5.7085
H -6.1711 -2.4186 -5.2682
H -4.5971 -2.1203 -4.5221
H -5.7525 -3.2782 -3.8144
H -4.4337 -3.6607 -6.6883
H -3.2284 -4.2181 -4.1004
H -2.6046 -4.2637 -5.6669
C -1.2555 -10.2358 -3.6056
C -0.5515 -9.0028 -4.1268
C -1.2919 -8.2320 -5.1014
O -1.1681 -6.8741 -4.6336
C -0.7857 -6.8439 -3.3719
O -0.7546 -5.8895 -2.6421
O -0.5123 -8.1076 -2.9897
H -1.0269 -10.9426 -4.4033
H -2.3451 -10.2164 -3.6290
H -0.9512 -10.7507 -2.6944
H 0.5171 -9.1898 -4.2326
H -2.3557 -8.4693 -5.1059
H -0.8548 -8.3941 -6.0867
C -3.0003 -0.8690 3.7676
C -2.8072 0.4180 4.5528
C -1.8794 1.3590 3.8411
O -2.4201 2.6013 4.1090
C -3.6476 2.5139 4.6551
O -4.3775 3.4673 4.8959
O -3.9883 1.2112 4.6967
H -3.6334 -1.5399 4.3482
H -2.0420 -1.3484 3.5680
H -3.4197 -0.5769 2.8048
H -2.5174 0.1927 5.5791
H -1.9318 1.0759 2.7899
H -0.9024 1.2395 4.3093
C -3.9209 0.5691 -2.3939
C -3.7586 1.4916 -3.6076
C -3.7521 2.9922 -3.3524
O -2.6013 3.4524 -3.9649
C -1.7958 2.4040 -4.2678
O -0.6710 2.5001 -4.7370
O -2.4807 1.2329 -4.0999
H -3.8098 -0.4914 -2.6198
H -4.9055 0.7698 -1.9713
H -3.1880 0.8612 -1.6418
H -4.5319 1.2365 -4.3322
H -3.8462 3.2220 -2.2911
H -4.6768 3.2690 -3.8588
C 1.1734 1.2438 1.4558
C -0.0524 0.9763 0.6486
C 0.1848 1.1594 -0.8258
O -0.5166 0.1160 -1.3981
C -0.8527 -0.7823 -0.5155
O -1.5208 -1.7887 -0.7400
O -0.5519 -0.3323 0.7310
H 1.9956 0.6694 1.0292
H 0.8980 0.9874 2.4788
H 1.3619 2.3118 1.3466
H -0.8681 1.6138 0.9898
H 1.2152 1.0186 -1.1523
H -0.2138 2.1511 -1.0396



214
Properties=species:S:1:pos:R:3 method="wB97M-V/def2-TZVPD" orbital_gap_ev=8.94 fmax_ev_per_a=3.898 homo_ha=-0.32456
C -2.5769 8.2627 3.5289
C -1.6682 7.1902 4.2652
O -0.4696 7.1689 4.1162
C -2.3585 6.2202 5.2225
H -3.1895 8.8412 4.2575
H -3.2834 7.7360 2.8507
H -2.0489 8.9248 2.8551
H -3.3104 6.5449 5.6230
H -1.7154 5.8502 5.9565
H -2.6224 5.3476 4.6553
C -2.5523 0.0741 4.6008
C -2.2577 0.1802 3.1472
O -2.6400 -0.6084 2.3163
C -1.3167 1.2684 2.7722
H -3.2242 -0.7715 4.8644
H -3.0790 0.9835 4.8809
H -1.6271 -0.0407 5.2027
H -1.3211 1.3677 1.6676
H -0.3256 1.0387 3.1734
H -1.6097 2.2371 3.1356
C 3.2131 -1.4578 -2.2817
C 4.2068 -2.2372 -3.1175
O 5.3795 -1.9966 -3.1149
C 3.7035 -3.4012 -3.9203
H 3.1401 -2.0388 -1.3399
H 2.1545 -1.3474 -2.7598
H 3.6324 -0.4571 -2.0937
H 3.5579 -4.1660 -3.1831
H 4.5115 -3.7421 -4.6109
H 2.8183 -3.1556 -4.4976
C 4.5000 2.1525 1.0388
C 4.6820 1.8324 -0.4249
O 5.3246 0.8462 -0.7894
C 4.0316 2.8116 -1.4641
H 5.3135 2.8747 1.2250
H 4.5252 1.3064 1.7262
H 3.5965 2.6971 1.2243
H 2.9354 2.6435 -1.3744
H 4.3039 2.4853 -2.4739
H 4.3018 3.8568 -1.3621
C 2.2906 -4.7289 -0.5434
C 2.6655 -6.0422 -1.1748
O 2.1440 -6.3952 -2.2078
C 3.7015 -6.8457 -0.3901
H 1.5385 -4.2871 -1.1883
H 3.0683 -3.9968 -0.2792
H 1.8039 -4.9061 0.4250
H 4.1368 -7.6971 -0.9196
H 3.2271 -7.0282 0.6125
H 4.5241 -6.1494 -0.1051
C 3.9971 -1.2985 -6.5809
C 2.5386 -0.7470 -6.4587
O 1.7237 -1.2720 -5.7076
C 2.2952 0.4832 -7.2094
H 4.6773 -0.8287 -5.8530
H 4.4061 -1.1345 -7.5856
H 4.0969 -2.4042 -6.4040
H 3.2541 1.0357 -7.2994
H 1.5752 1.1543 -6.7655
H 1.9707 0.1834 -8.1958
C 5.6467 -2.7041 0.3584
C 6.9110 -1.9738 1.0018
O 7.1488 -2.1487 2.1588
C 7.7672 -1.1229 0.0892
H 6.0630 -3.1321 -0.5782
H 4.9319 -1.9183 0.1555
H 5.2284 -3.4301 1.0321
H 8.3859 -0.5505 0.7299
H 7.1999 -0.5529 -0.6343
H 8.3997 -1.8228 -0.4647
C 2.4613 1.3474 7.5341
C 1.6287 0.5207 6.6757
O 0.4480 0.6969 6.5476
C 2.3237 -0.5079 5.7554
H 2.0247 2.2940 7.8883
H 3.3227 1.6108 6.9225
H 2.9246 0.7682 8.3127
H 3.3170 -0.6680 6.1896
H 2.5146 0.0332 4.8263
H 1.8062 -1.4783 5.6714
C -5.4180 -6.0933 -3.1686
C -6.4368 -5.9495 -4.3002
O -6.0610 -5.2822 -5.2433
C -7.7618 -6.6850 -4.2921
H -5.8430 -6.4727 -2.2569
H -4.9455 -5.1382 -2.9855
H -4.6576 -6.8353 -3.4490
H -8.3389 -6.4044 -5.1839
H -8.3428 -6.5643 -3.3867
H -7.4474 -7.7417 -4.3865
C -2.8061 6.1016 -0.1307
C -1.3142 5.9447 -0.3417
O -0.7311 6.2716 -1.3506
C -0.6137 5.3737 0.8475
H -3.1130 6.5352 0.8141
H -3.2477 5.0876 -0.1929
H -3.1857 6.7712 -0.9041
H -0.5761 6.1258 1.6743
H 0.3768 5.0890 0.5356
H -1.1831 4.5244 1.2814
C 2.6010 -3.0726 2.7370
C 1.1118 -2.9790 2.6161
O 0.4752 -3.7496 1.9202
C 0.3468 -1.7888 3.1793
H 2.9706 -2.5769 3.6321
H 3.0169 -2.4930 1.9154
H 2.8234 -4.1781 2.7004
H 0.1047 -2.0736 4.2151
H -0.5371 -1.4719 2.5852
H 1.0488 -0.9463 3.2817
C -6.9518 2.9032 0.6096
C -5.9174 2.1783 1.4746
C -4.6716 1.7339 0.6958
O -3.7938 2.8448 0.8376
C -4.1596 3.5520 1.9328
O -3.4592 4.3595 2.4246
O -5.3051 3.0854 2.4660
H -7.6392 2.1632 0.1623
H -6.5334 3.4282 -0.2112
H -7.5209 3.5271 1.2252
H -6.3859 1.4839 2.1399
H -4.8567 1.4895 -0.3456
H -4.1491 0.9009 1.1235
C -4.9340 -3.7830 2.4108
C -3.8590 -3.1385 1.6318
C -3.3458 -3.9083 0.4388
O -3.9014 -3.3398 -0.6981
C -4.3852 -2.1051 -0.3808
O -4.8022 -1.2767 -1.2113
O -4.4977 -1.9641 0.8951
H -5.4179 -3.0089 2.9642
H -4.4789 -4.4617 3.1293
H -5.6890 -4.3019 1.8161
H -3.0460 -2.7304 2.2637
H -3.6641 -4.9441 0.4151
H -2.2549 -3.8949 0.3166
C 8.5700 0.5614 4.4342
C 7.1479 1.0793 4.8184
C 6.2746 -0.1976 5.0343
O 5.4603 0.2456 6.1261
C 6.1430 1.1738 6.8242
O 5.7547 1.5811 7.8374
O 7.2389 1.5065 6.2162
H 8.5621 -0.0854 3.4716
H 8.9311 0.0018 5.2873
H 9.2489 1.4170 4.3055
H 6.5977 1.8071 4.2576
H 6.9162 -1.0687 5.3634
H 5.5012 -0.5178 4.2802
C -7.4728 -0.5295 -5.6402
C -6.5873 -0.7602 -4.4011
C -5.4853 -1.8113 -4.4746
O -4.3191 -1.0500 -4.7942
C -4.5590 0.2925 -4.6318
O -3.8070 1.1782 -4.7859
O -5.7984 0.4918 -4.2574
H -6.9017 -0.5682 -6.5402
H -7.8897 0.4500 -5.5322
H -8.2788 -1.3081 -5.6759
H -7.2112 -0.7941 -3.5218
H -5.6194 -2.4602 -5.3115
H -5.2880 -2.2749 -3.5412
C 1.0268 4.2394 5.2509
C 1.4921 3.8208 3.8864
C 2.6361 4.8198 3.4616
O 3.8513 3.9962 3.6452
C 3.5100 2.8010 4.0519
O 4.2432 1.9423 4.4382
O 2.1820 2.5763 3.9382
H 0.9511 5.2955 5.3159
H 1.7597 4.0481 5.9854
H 0.1477 3.6673 5.5354
H 0.7010 3.6040 3.1183
H 2.6362 5.6561 4.1625
H 2.6211 5.0833 2.4279
C -0.9109 -3.6289 -4.9922
C -1.6752 -4.4249 -3.9391
C -1.8288 -5.8887 -4.1055
O -1.7096 -6.3628 -2.7237
C -1.1049 -5.4196 -1.9903
O -0.8140 -5.4989 -0.7807
O -0.9891 -4.2907 -2.6940
H 0.1113 -3.9778 -4.9363
H -1.0087 -2.5480 -4.7750
H -1.3710 -3.8269 -5.9494
H -2.5955 -3.9655 -3.6521
H -1.1068 -6.3083 -4.7780
H -2.8408 -6.1783 -4.4393
C -0.9754 0.8445 -2.5131
C -1.0364 0.4831 -1.0578
C -1.0282 -0.9941 -0.7059
O -0.0236 -1.0926 0.2849
C 0.7256 -0.0291 0.2746
O 1.7835 0.0919 0.8096
O 0.1835 0.9408 -0.4990
H -0.1804 0.3448 -2.9671
H -0.7259 1.9224 -2.5296
H -1.9101 0.6666 -2.9999
H -1.9411 0.9717 -0.6215
H -0.7418 -1.7693 -1.3783
H -1.9327 -1.3940 -0.2357
C -0.9472 5.5651 -4.6579
C -0.9375 4.1670 -3.9873
C -1.4001 3.0897 -4.9394
O -0.1820 2.4129 -5.2810
C 0.8164 2.6801 -4.4636
O 1.8570 2.1382 -4.4170
O 0.4293 3.7672 -3.7416
H -1.9781 5.9043 -4.8079
H -0.5127 5.6458 -5.6341
H -0.5028 6.2815 -3.9174
H -1.4657 4.1257 -3.0313
H -1.8064 3.4406 -5.8843
H -2.0305 2.4046 -4.4369